[1]
A structure of composition C2H4N2O at a distorted geometry. Source: OMol25; level of theory: ωB97M-V with the def2-TZVPD basis set.

The geometry in ORCA input format:
```
! wB97M-V def2-TZVPD RIJCOSX def2/J DEFGRID3
* xyz 0 3
C -0.5343 0.0631 -0.9336
C -0.4056 0.1593 0.4109
N 1.2370 -0.6176 -0.7840
N 0.9373 -0.2256 0.6030
O -1.2741 0.5194 1.4027
H -0.7207 0.3753 -1.9087
H 1.6224 0.1883 -1.3047
H 1.3462 -0.8726 1.2625
H -2.2082 0.4104 1.2519
*
```

## Properties
ΔE to the lowest compared entry with this formula, charge and spin: 341.1 kJ/mol
calculated total energy: -7158.3516 eV
<S²>: 2.012
Kohn-Sham gap (spin up / spin down): 0.217 / 0.268 Eh

These are the Mulliken partial charges, in e, on atoms 1 to 5: -0.490, 0.417, -0.658, -0.103, -0.438

---

[2]
An isolated molecule of C18H25N3O4. Source: OMol25; level of theory: ωB97M-V with the def2-TZVPD basis set.

The geometry in ORCA input format:
```
! wB97M-V def2-TZVPD RIJCOSX def2/J DEFGRID3
* xyz 0 1
C 0.4167 0.5323 -3.0268
C 0.7426 0.2546 -1.5645
C 2.2255 -0.0753 -1.3814
C 2.5775 -0.4559 0.0676
C 4.0877 -0.5997 0.3082
C 4.7819 -1.6214 -0.5900
C 6.2494 -1.7683 -0.2056
N 1.8426 -1.6248 0.4995
C 0.8726 -1.3378 1.3869
O 0.0338 -2.0828 1.8425
N 1.0071 0.0127 1.7154
C 0.1431 0.7080 2.6437
C -1.1955 1.0852 1.9756
O -1.5145 2.2391 1.7986
N -1.9092 -0.0084 1.6265
C -3.1118 -0.0821 0.9127
C -3.6022 -1.3500 0.6167
C -4.7828 -1.4756 -0.0934
C -5.4741 -0.3572 -0.5115
C -4.9831 0.9161 -0.2176
O -5.7268 1.9601 -0.6710
C -5.2828 3.2692 -0.3994
C -3.7995 1.0530 0.4972
C 2.0196 0.6112 1.0125
O 2.3937 1.7460 1.1329
H 0.6442 -0.3349 -3.6432
H -0.6388 0.7657 -3.1390
H 0.9966 1.3764 -3.3921
H 0.4854 1.1323 -0.9677
H 0.1287 -0.5798 -1.2140
H 2.8250 0.7932 -1.6563
H 2.4919 -0.9041 -2.0406
H 4.2352 -0.8875 1.3525
H 4.5392 0.3842 0.1699
H 4.2884 -2.5910 -0.4961
H 4.7178 -1.3063 -1.6321
H 6.7424 -2.4883 -0.8540
H 6.3442 -2.1105 0.8223
H 6.7631 -0.8145 -0.2975
H 1.8892 -2.5121 0.0290
H 0.6532 1.6261 2.9427
H -0.0381 0.0677 3.5111
H -1.5055 -0.9150 1.8561
H -3.0581 -2.2242 0.9421
H -5.1667 -2.4582 -0.3227
H -6.3952 -0.4399 -1.0655
H -5.2303 3.4603 0.6765
H -6.0234 3.9292 -0.8485
H -4.3038 3.4627 -0.8483
H -3.3963 2.0199 0.7404
*
```

## Properties
ΔE to the lowest compared entry with this formula, charge and spin: 0.0 kJ/mol
calculated total energy: -31734.3876 eV
Kohn-Sham gap: 0.321 Eh
SMILES: CCCC1(CCC)NC(=O)N(CC(=O)Nc2cccc(OC)c2)C1=O

These are the Mulliken partial charges, in e, on atoms 1 to 5: -1.600, 0.026, -1.240, 1.607, -1.193

---

[3]
An isolated molecule of CH3NO2S at a distorted geometry. Source: OMol25; level of theory: ωB97M-V with the def2-TZVPD basis set.

The geometry in ORCA input format:
```
! wB97M-V def2-TZVPD RIJCOSX def2/J DEFGRID3
* xyz 0 1
O 0.1779 0.0642 1.9279
S 0.0554 0.6319 0.6362
O 0.0360 2.0586 0.4931
C -0.6577 -0.4267 -0.5331
N 0.8303 -0.0717 -0.6252
H -1.1830 -0.3147 -1.3892
H -0.9799 -1.1883 0.0768
H 1.7210 -0.7535 -0.5863
*
```

## Properties
ΔE to the lowest compared entry with this formula, charge and spin: 259.2 kJ/mol
calculated total energy: -17502.7835 eV
Kohn-Sham gap: 0.418 Eh
SMILES: O=S1(=O)CN1

These are the Mulliken partial charges, in e, on atoms 1 to 5: -0.527, 0.863, -0.544, -0.333, -0.406

---

[4]
A structure of composition C41H49F3N4O3Pd. Source: OMol25; level of theory: ωB97M-V with the def2-TZVPD basis set.

The geometry in ORCA input format:
```
! wB97M-V def2-TZVPD RIJCOSX def2/J DEFGRID3
* xyz 0 1
Pd -0.0636 -0.3022 -0.1911
C 5.5919 0.5185 1.1704
C 4.3222 -0.3003 1.4113
C 4.4146 -1.0526 2.7427
C 4.0571 -1.2424 0.2537
C 4.9355 -2.3010 0.0346
C 4.7475 -3.1895 -1.0083
C 3.6714 -3.0167 -1.8654
C 2.7801 -1.9669 -1.6888
C 1.6328 -1.7463 -2.6571
C 1.1472 -3.0185 -3.3429
C 2.0023 -0.6727 -3.6828
C 2.9691 -1.0828 -0.6118
N 1.9891 -0.0777 -0.3740
C 2.3589 1.2068 -0.6008
O 3.4733 1.6325 -0.8754
C 1.2069 2.1874 -0.4648
C 1.3105 3.5658 -0.4471
C 0.1524 4.3090 -0.2488
C -1.0736 3.6763 -0.0586
C -1.1092 2.2971 -0.1046
N 0.0130 1.6225 -0.3337
C -2.3304 1.4225 0.1314
O -3.3953 1.9362 0.4448
N -2.0534 0.1141 -0.0497
C -3.1113 -0.8267 0.0975
C -3.8646 -1.2392 -1.0204
C -4.8347 -2.2199 -0.8243
C -5.0675 -2.7793 0.4212
C -4.3197 -2.3608 1.5048
C -3.3329 -1.3908 1.3615
C -2.5432 -0.9380 2.5732
C -3.4050 -0.0249 3.4496
C -1.9906 -2.1120 3.3827
C -3.7101 -0.7124 -2.4440
C -4.0292 0.7750 -2.6036
C -2.3768 -1.0620 -3.1040
H 5.7581 1.2145 1.9958
H 5.5094 1.0849 0.2442
H 6.4649 -0.1350 1.1059
H 3.4858 0.3991 1.4676
H 5.3020 -1.6875 2.7741
H 3.5479 -1.6956 2.9144
H 4.4863 -0.3506 3.5772
H 5.7852 -2.4289 0.6946
H 5.4399 -4.0080 -1.1591
H 3.5299 -3.7059 -2.6879
H 0.8160 -1.3415 -2.0487
H 1.8509 -3.3556 -4.1076
H 0.1955 -2.8341 -3.8432
H 1.0094 -3.8367 -2.6322
H 2.8443 -1.0060 -4.2940
H 2.2965 0.2573 -3.1948
H 1.1582 -0.4672 -4.3457
H 2.2846 4.0155 -0.5786
H 0.2073 5.3896 -0.2256
H -1.9917 4.2137 0.1346
H -5.4227 -2.5474 -1.6740
H -5.8325 -3.5356 0.5437
H -4.5074 -2.7910 2.4811
H -1.6927 -0.3547 2.2214
H -4.2670 -0.5676 3.8467
H -3.7722 0.8253 2.8740
H -2.8265 0.3494 4.2977
H -2.7863 -2.7431 3.7835
H -1.4118 -1.7431 4.2322
H -1.3378 -2.7445 2.7771
H -4.4730 -1.2541 -3.0111
H -3.2223 1.4034 -2.2356
H -4.9331 1.0507 -2.0611
H -4.1721 1.0073 -3.6613
H -1.5364 -0.5760 -2.6069
H -2.3832 -0.7349 -4.1463
H -2.2038 -2.1404 -3.0992
F 0.1168 -6.8456 2.1963
C 0.3682 -6.5449 0.9092
F 1.6254 -6.9369 0.6467
F -0.4558 -7.2829 0.1532
C 0.1980 -5.0682 0.6593
C -0.8428 -4.5872 -0.1098
C -0.9335 -3.2213 -0.3156
N -0.0555 -2.3626 0.2078
C 0.9325 -2.8350 0.9797
C 1.0988 -4.1819 1.2255
H -1.5726 -5.2474 -0.5544
H -1.7354 -2.7975 -0.9042
H 1.6052 -2.1008 1.3995
H 1.9248 -4.5200 1.8354
C 1.9204 1.4988 4.2910
C 1.1340 2.7557 3.8845
C -0.1601 2.1618 3.3476
O 0.2693 0.9990 2.6508
C 1.2584 0.3782 3.4652
H 1.8139 1.3009 5.3576
H 2.9851 1.5918 4.0767
H 1.6456 3.2841 3.0782
H 0.9831 3.4505 4.7095
H -0.6955 2.7978 2.6447
H -0.8434 1.8872 4.1625
H 1.9505 -0.1248 2.7931
H 0.7905 -0.3713 4.1140
*
```

## Properties
ΔE to the lowest compared entry with this formula, charge and spin: 0.0 kJ/mol
calculated total energy: -67051.3057 eV
Kohn-Sham gap: 0.289 Eh

These are the Mulliken partial charges, in e, on atoms 1 to 5: 0.993, -1.848, 1.501, -1.506, 0.988

---

[5]
An isolated molecule of C5H9NO. Source: OMol25; level of theory: ωB97M-V with the def2-TZVPD basis set.

The geometry in ORCA input format:
```
! wB97M-V def2-TZVPD RIJCOSX def2/J DEFGRID3
* xyz 0 1
O 1.4809 -1.1102 -1.1082
C 0.8090 0.1252 -0.8892
C -0.7026 -0.0163 -1.0837
C 0.1671 0.7334 1.6064
C -1.1177 0.0620 1.3063
N -1.3773 -0.6345 0.0481
C 1.1435 0.7401 0.4860
H 1.2390 -1.7365 -0.4135
H 1.1946 0.7790 -1.6749
H -0.8892 -0.6185 -1.9796
H -1.1599 0.9676 -1.2616
H -1.8804 0.8536 1.4516
H -1.3356 -0.6260 2.1338
H -1.1070 -1.6084 0.1256
H 1.4566 1.7923 0.3795
H 2.0790 0.2973 0.8733
*
```

## Properties
ΔE to the lowest compared entry with this formula, charge and spin: 440.3 kJ/mol
calculated total energy: -8864.6497 eV
Kohn-Sham gap: 0.303 Eh

These are the Mulliken partial charges, in e, on atoms 1 to 5: -0.544, 0.125, -0.836, -0.606, -0.449

---

[6]
A structure of composition C3H3BaFO2 at a distorted geometry. Source: OMol25; level of theory: ωB97M-V with the def2-TZVPD basis set.

The geometry in ORCA input format:
```
! wB97M-V def2-TZVPD RIJCOSX def2/J DEFGRID3
* xyz 1 2
H 0.6184 -1.8871 0.2476
F -1.4825 1.6273 0.4390
O -0.9607 -0.5282 1.0596
O 1.0145 0.3090 0.2977
C -1.3064 0.3708 -0.0086
C 0.0135 0.0548 -0.7148
C 0.2121 -0.8709 0.4093
H -2.2062 0.0291 -0.5342
H 0.3050 0.0994 -1.7603
Ba 3.7924 0.7958 0.5646
*
```

## Properties
ΔE to the lowest compared entry with this formula, charge and spin: 0.0 kJ/mol
calculated total energy: -10655.5077 eV
<S²>: 0.750
Kohn-Sham gap (spin up / spin down): 0.208 / 0.393 Eh

These are the Mulliken partial charges, in e, on atoms 1 to 5: 0.358, -0.231, -0.355, -0.219, 0.156